one | Molecular formula: C3H9N4
Method: DFT, wB97M-V/def2-TZVPD

```
16
Properties=species:S:1:pos:R:3:lowdin_charge:R:1
C -1.71 0.27 -0.65 -0.0382
N -1.03 -0.12 0.63 -0.0767
C 0.09 0.66 0.87 -0.1564
C 1.18 -0.01 0.09 -0.3702
N 2.30 0.62 -0.23 0.2226
N 0.93 -1.25 -0.28 0.1057
N -0.38 -1.60 0.23 0.1123
H -2.75 -0.06 -0.72 0.1046
H -1.77 1.31 -0.64 0.0661
H -1.03 -0.05 -1.49 0.1125
H 0.23 0.77 2.02 0.1738
H -0.13 1.69 0.42 0.1646
H 2.36 1.58 -0.03 0.1146
H 2.99 0.23 -0.79 0.1116
H -1.00 -1.97 -0.52 0.1852
H -0.28 -2.10 1.10 0.1678
```

Results
SMILES string: CN1CC(N)=N[NH2+]1
Highest occupied orbital energy, eV: -14.52
Net charge: +1

=====

two | Molecular formula: C3H9N4
Method: DFT, wB97M-V/def2-TZVPD

```
16
Properties=species:S:1:pos:R:3:lowdin_charge:R:1
N -1.81 -0.82 -0.46 0.0772
C -0.75 -0.38 0.36 -0.2671
N -0.75 1.15 0.70 0.1287
C 0.17 1.75 0.02 -0.0669
N 0.99 0.91 -0.65 0.1340
C 0.71 -0.50 -0.30 -0.3133
N 1.73 -1.00 0.56 0.0859
H -2.78 -0.88 -0.08 0.1297
H -1.69 -0.72 -1.45 0.0888
H -0.79 -0.85 1.37 0.1602
H -1.55 1.45 1.32 0.2013
H 0.33 2.82 0.17 0.1677
H 1.62 1.11 -1.36 0.1349
H 0.43 -1.12 -1.17 0.1469
H 2.63 -0.97 0.10 0.0933
H 1.53 -1.94 0.86 0.0988
```

Results
SMILES string: N[C@@H]1NC=[NH+][C@H]1N
Highest occupied orbital energy, eV: -13.97
Net charge: +1

=====

two wins, 0.0915 hartree ahead of the next structure.

=====

one | Molecular formula: C2H7S
Method: DFT, wB97M-V/def2-TZVPD

```
10
Properties=species:S:1:pos:R:3:lowdin_charge:R:1
C -0.85 -1.39 -0.93 -0.1909
H -1.32 -2.23 -0.41 -0.0328
H -0.28 -1.77 -1.87 0.0049
H -0.05 -0.90 -0.23 0.0064
H -1.50 -0.51 -1.15 -0.0126
C 0.52 1.22 0.42 -0.2988
S 1.87 1.81 2.64 -1.0914
H -0.38 1.35 1.02 -0.0814
H 0.92 2.00 -0.17 -0.1154
H 1.08 0.42 0.66 -0.1881
```

Results
2S+1: 2
Highest occupied orbital energy (spin up / spin down), eV: 3.41 / 1.85
⟨S²⟩: 0.76
Net charge: -2

=====

two | Molecular formula: C2H7S
Method: DFT, wB97M-V/def2-TZVPD

```
10
Properties=species:S:1:pos:R:3:lowdin_charge:R:1
C -0.69 -3.39 -2.30 -0.6750
H -0.53 -3.99 -3.18 -0.1144
H 0.29 -3.34 -1.79 -0.0454
H -1.11 -2.38 -2.23 -0.0318
H -1.30 -4.05 -1.66 -0.0779
C 0.10 1.34 -0.27 -0.7494
S 0.38 1.48 1.55 -0.1901
H 1.02 1.57 -0.81 -0.0331
H -0.65 2.05 -0.56 -0.0429
H -0.18 0.32 -0.47 -0.0400
```

Results
2S+1: 2
Highest occupied orbital energy (spin up / spin down), eV: 3.74 / 0.23
⟨S²⟩: 0.75
Net charge: -2

=====

two wins, 0.1016 hartree ahead of the next structure.

=====

one | Molecular formula: C4H9N2P
Method: DFT, wB97M-V/def2-TZVPD

```
16
Properties=species:S:1:pos:R:3:lowdin_charge:R:1
C 1.13 -1.52 -0.14 -0.1839
P 0.09 0.00 -0.21 0.8862
C 1.21 1.52 -0.18 -0.1392
C -1.31 0.02 -1.30 -0.3487
N -2.42 -0.03 -0.55 -0.1692
N -2.37 -0.05 0.71 -0.1279
C -0.97 0.05 1.23 -0.3371
H 1.78 -1.35 0.61 -0.0113
H 0.41 -2.29 -0.15 0.0349
H 1.71 -1.59 -1.17 0.0997
H 2.07 1.19 0.40 0.0512
H 1.29 1.83 -1.12 -0.0038
H 0.65 2.21 0.32 0.0094
H -1.42 -0.18 -2.39 0.0477
H -1.02 0.94 1.85 0.0711
H -0.84 -0.75 2.08 0.1209
```

Results
SMILES string: CP1(C)=CN=NC1
Highest occupied orbital energy, eV: -7.26

=====

two | Molecular formula: C4H9N2P
Method: DFT, wB97M-V/def2-TZVPD

```
16
Properties=species:S:1:pos:R:3:lowdin_charge:R:1
C -0.92 0.62 0.52 -0.2950
C 0.43 1.08 -0.15 -0.1765
C -1.52 -0.62 -0.03 -0.5800
C 1.49 0.07 0.12 -0.1425
N 3.76 -0.36 0.62 0.0709
N 2.65 -0.04 0.18 -0.1192
P -0.48 -2.02 -0.36 0.8244
H -0.66 0.36 1.60 0.1344
H -1.61 1.37 0.39 0.0746
H 0.14 1.03 -1.27 0.1320
H 0.80 2.14 0.14 0.1355
H -2.32 -0.90 0.67 0.0843
H -1.91 -0.31 -0.93 0.0360
H 0.27 -1.21 -1.43 -0.0313
H 4.24 -0.63 -0.12 -0.0165
H 0.42 -1.94 0.64 -0.1312
```

Results
Highest occupied orbital energy, eV: -7.85

=====

one wins, 0.0530 hartree ahead of the next structure.

=====

one | Molecular formula: C7H6N2O
Method: DFT, wB97M-V/def2-TZVPD

```
16
Properties=species:S:1:pos:R:3:lowdin_charge:R:1
C -1.93 -1.16 -0.02 0.0212
C -2.70 -0.03 0.10 -0.1022
C -0.62 -0.67 -0.16 -0.1941
C -0.69 0.70 -0.11 -0.2158
C 3.13 -0.01 0.86 -0.0518
C 0.65 1.31 -0.30 0.0078
C 1.51 0.05 -0.35 -0.3251
N 2.87 0.00 -0.40 -0.0606
N 0.70 -1.06 -0.35 0.1689
O -1.96 1.10 0.05 0.0804
H -2.28 -2.17 -0.01 0.1050
H -3.75 0.09 0.23 0.1224
H 2.30 0.03 1.60 0.0017
H 0.74 1.83 -1.25 0.1396
H 0.96 2.00 0.48 0.1362
H 1.06 -2.00 -0.37 0.1664
```

Results
Highest occupied orbital energy (spin up / spin down), eV: -6.89 / -6.89

=====

two | Molecular formula: C7H6N2O
Method: DFT, wB97M-V/def2-TZVPD

```
16
Properties=species:S:1:pos:R:3:lowdin_charge:R:1
C -0.04 -0.04 1.66 0.0612
C 0.22 -1.07 0.84 -0.2121
C 1.01 0.80 1.05 -0.1368
C 1.48 -0.72 0.15 0.0060
C -0.64 -1.96 0.08 -0.1374
C 0.53 1.67 -0.22 -0.1502
C -0.89 0.01 -1.32 -0.2191
N -1.07 -1.45 -0.99 0.0792
N 0.43 0.57 -1.14 -0.0236
O 2.17 0.20 0.76 0.0624
H -0.89 -0.04 2.23 0.0935
H -0.69 -3.08 0.22 0.1374
H -0.31 2.25 0.17 0.1145
H 1.35 2.37 -0.42 0.1151
H -1.05 -0.03 -2.37 0.0972
H -1.61 0.52 -0.69 0.1126
```

Results
Highest occupied orbital energy (spin up / spin down), eV: -8.36 / -8.50

=====

three | Molecular formula: C7H6N2O
Method: DFT, wB97M-V/def2-TZVPD

```
16
Properties=species:S:1:pos:R:3:lowdin_charge:R:1
C -0.93 -1.72 -0.08 -0.1175
C -0.40 -1.63 -2.09 -0.1750
C -0.45 -0.44 -0.44 -0.2410
C 1.04 2.49 2.93 0.1224
C 0.46 1.52 2.42 -0.1532
C -0.05 0.69 0.32 -0.0340
C -0.05 0.49 1.65 -0.1306
N -0.87 -2.51 -1.16 0.0683
N -0.12 -0.38 -1.79 -0.0780
O 0.57 0.60 -2.42 0.0884
H -1.51 -2.16 0.83 0.1476
H -0.31 -2.15 -3.00 0.1107
H 1.41 3.43 3.15 0.0026
H 0.21 1.59 -0.33 0.1533
H -0.44 -0.48 1.98 0.1106
H 1.43 0.68 -1.99 0.1255
```

Results
Highest occupied orbital energy, eV: -7.79

=====

one wins, 0.0383 hartree ahead of the next structure.